Record 1
Here is a structure of composition C24H19B2Br30F22O7S from the OMol25 dataset. Energies are from the ωB97M-V functional and the def2-TZVPD basis.

XYZ file:
```
105
C24H19B2Br30F22O7S (the ωB97M-V functional and the def2-TZVPD basis)
O 3.31 1.59 1.92
S 2.87 0.99 0.67
O 4.04 0.47 -0.03
B 2.04 2.40 -0.36
O 1.12 3.25 0.36
C -0.21 2.76 0.12
C -1.38 3.65 0.56
C -2.18 2.98 1.72
C -3.70 3.25 1.67
F -4.20 3.10 2.93
F -3.84 4.57 1.29
C -4.47 2.40 0.58
F -3.61 1.42 0.17
F -4.68 3.18 -0.50
C -5.77 1.71 1.10
F -6.58 2.62 1.68
F -5.36 0.78 1.99
C -6.62 1.04 -0.02
F -7.12 2.00 -0.85
F -5.89 0.24 -0.82
C -7.86 0.22 0.51
F -8.05 0.28 1.84
F -8.98 0.74 -0.06
C -7.86 -1.30 0.11
F -6.81 -1.97 0.55
F -8.94 -1.84 0.72
F -8.08 -1.45 -1.19
C -0.12 2.48 -1.45
O -1.23 1.63 -1.68
B -1.62 1.58 -3.01
O -2.19 0.39 -3.48
O -1.51 2.69 -3.89
O 1.20 1.93 -1.54
C 1.65 -0.36 1.14
F 1.01 0.10 2.25
F 0.68 -0.51 0.21
C 2.30 -1.72 1.56
F 3.38 -1.46 2.31
F 1.42 -2.34 2.39
C 2.71 -2.64 0.35
F 3.99 -3.04 0.58
F 2.74 -2.00 -0.83
C 1.83 -3.92 0.18
F 2.16 -4.79 1.13
F 2.13 -4.45 -1.02
F 0.52 -3.69 0.17
H 2.99 2.94 -0.84
H -0.18 1.82 0.71
H -0.93 4.58 0.96
H -2.02 3.99 -0.28
H -1.95 1.91 1.87
H -1.84 3.48 2.66
H -0.14 3.50 -1.86
H -1.60 0.05 -4.17
H -2.30 3.23 -3.71
C 6.46 -5.33 -0.39
Br 5.55 -7.03 -0.19
Br 8.06 -5.26 0.69
Br 6.84 -4.94 -2.25
H 5.79 -4.56 -0.03
C 2.06 3.38 -5.00
Br 2.36 5.27 -5.43
Br 3.49 2.27 -5.70
Br 1.76 3.05 -3.08
H 1.16 3.09 -5.52
C -7.40 2.23 -4.53
Br -8.02 0.41 -4.64
Br -5.48 2.32 -4.31
Br -8.00 3.28 -6.03
H -7.84 2.67 -3.64
C 4.32 3.20 4.87
Br 3.04 3.64 6.25
Br 5.08 4.78 4.07
Br 5.68 1.99 5.52
H 3.78 2.68 4.09
C 8.76 -9.50 0.64
Br 10.40 -8.75 -0.06
Br 8.06 -10.88 -0.51
Br 8.98 -10.11 2.46
H 8.03 -8.70 0.66
C -9.70 0.66 -8.45
Br -7.85 0.63 -8.99
Br -10.85 1.28 -9.87
Br -10.28 -1.04 -7.75
H -9.78 1.38 -7.64
C 13.42 -6.46 0.88
Br 13.75 -6.25 -1.02
Br 15.06 -6.76 1.86
Br 12.41 -4.98 1.59
H 12.81 -7.35 1.00
C -0.32 5.38 6.87
Br -1.98 5.25 5.88
Br 0.02 7.19 7.45
Br -0.27 4.13 8.34
H 0.48 5.11 6.19
C 13.20 -4.65 5.54
Br 15.13 -4.63 5.61
Br 12.47 -6.29 6.25
Br 12.43 -3.10 6.40
H 12.92 -4.60 4.49
C -12.11 2.34 -1.88
Br -12.73 0.51 -2.00
Br -10.19 2.42 -1.66
Br -12.71 3.40 -3.38
H -12.55 2.76 -0.99
```

Output
* relative energy (zero: lowest compared OMol25 entry of this formula, charge and spin): 0.0 kcal per mole
* HOMO: -6.097 eV
* total charge: -1
* orbital gap: 6.912 eV

---

Record 2
Here is a structure of composition C12H13HgN5O3S2 from the OMol25 dataset. Energies are from the ωB97M-V functional and the def2-TZVPD basis.

XYZ file:
```
36
C12H13HgN5O3S2 (the ωB97M-V functional and the def2-TZVPD basis)
Hg 0.05 2.02 1.59
O -1.56 0.58 -1.54
C -0.82 0.78 -2.50
O 0.94 -0.84 -0.65
C 0.94 -0.96 -1.86
O 1.66 -1.89 -2.53
N 0.22 -0.14 -2.81
C 1.43 -1.72 -3.95
C 0.56 -0.50 -4.17
H 0.97 -2.66 -4.25
H 2.37 -1.61 -4.48
H -0.33 -0.71 -4.77
H 1.06 0.37 -4.61
C -1.01 1.86 -3.47
C -1.43 3.05 -3.02
H -0.91 1.59 -4.53
H -1.45 3.33 -1.96
H -1.66 3.77 -3.79
N -2.87 -0.71 0.49
C -2.30 -0.83 1.70
N -1.21 -0.24 2.15
C -0.85 -0.74 3.39
C -1.78 -1.60 3.96
S -3.07 -1.88 2.90
C 0.42 -0.35 3.87
C 1.08 -0.65 5.03
S 2.69 -0.01 4.99
C 2.38 0.64 3.42
N 1.15 0.42 3.01
N 3.27 1.33 2.71
H -3.71 -1.26 0.33
H -2.38 -0.26 -0.30
H -1.73 -1.97 4.97
H 0.62 -1.18 5.85
H 4.20 1.40 3.08
H 3.07 1.53 1.74
```

Output
* HOMO (spin up / spin down): -15.051 / -15.073 eV
* total charge: +2
* orbital gap (spin up / spin down): 6.120 / 5.535 eV

---

Record 3
Here is the ion C5H9BrN with charge +1 from the OMol25 dataset. Energies are from the ωB97M-V functional and the def2-TZVPD basis.

XYZ file:
```
16
C5H9BrN (the ωB97M-V functional and the def2-TZVPD basis)
C 1.89 0.20 0.39
C 1.17 1.35 -0.16
C -0.28 1.41 0.34
C -1.11 0.20 -0.28
C -0.77 -2.20 -0.09
N -0.89 -0.99 0.46
Br 3.58 -0.07 0.66
H 1.60 2.33 0.09
H 1.02 1.14 -1.25
H -0.23 1.25 1.38
H -0.58 2.40 0.29
H -2.22 0.28 -0.01
H -0.86 0.49 -1.25
H -1.59 -2.84 0.33
H 0.15 -2.70 0.32
H -0.88 -2.24 -1.22
```

Output
* relative energy (zero: lowest compared OMol25 entry of this formula, charge and spin): 140.2 kcal per mole
* HOMO (spin up / spin down): -12.609 / -13.734 eV
* total charge: +1
* orbital gap (spin up / spin down): 5.628 / 7.126 eV

---

Record 4
Here is a cluster of 7 separate species, C16H40BF4N2O12 in total from the OMol25 dataset. Energies are from the ωB97M-V functional and the def2-TZVPD basis.

XYZ file:
```
75
C16H40BF4N2O12 (the ωB97M-V functional and the def2-TZVPD basis)
N -26.79 9.09 -19.88
H -26.15 8.40 -20.22
H -26.83 9.89 -20.49
H -26.45 9.43 -18.99
H -27.71 8.67 -19.82
N -27.66 6.75 -23.39
H -27.49 7.74 -23.32
H -28.40 6.23 -22.95
H -26.75 6.48 -23.04
H -27.71 6.54 -24.38
B -25.76 6.25 -20.81
F -25.55 5.73 -22.12
F -25.28 5.34 -19.91
F -25.03 7.46 -20.65
F -27.09 6.45 -20.62
C -23.16 6.75 -17.85
C -22.08 5.71 -18.11
O -20.99 6.57 -18.37
C -19.87 5.90 -18.65
O -19.55 4.70 -18.60
O -18.97 6.98 -18.80
C -17.58 6.70 -18.64
H -23.12 7.31 -18.79
H -22.94 7.29 -16.93
H -24.13 6.25 -17.88
H -22.27 5.07 -18.97
H -21.84 5.03 -17.28
H -16.90 7.54 -18.67
H -17.23 6.03 -19.43
H -17.49 6.32 -17.62
C -16.67 10.80 -20.34
C -17.73 11.92 -20.48
O -19.05 11.49 -20.20
C -19.76 10.49 -20.88
O -19.32 9.90 -21.89
O -20.86 10.16 -20.15
C -21.90 9.45 -20.79
H -15.78 11.15 -19.83
H -16.27 10.49 -21.31
H -16.99 10.09 -19.58
H -17.60 12.18 -21.54
H -17.60 12.89 -20.00
H -22.62 10.14 -21.22
H -22.47 8.83 -20.10
H -21.51 8.77 -21.54
C -25.29 2.28 -21.88
C -26.38 2.73 -22.84
O -26.03 2.37 -24.21
C -25.58 3.20 -25.10
O -25.57 4.40 -25.03
O -24.94 2.57 -26.06
C -24.34 3.32 -27.15
H -25.58 2.34 -20.83
H -24.33 2.77 -22.07
H -25.03 1.22 -21.97
H -26.72 3.76 -22.73
H -27.29 2.17 -22.62
H -24.09 2.62 -27.94
H -23.53 4.00 -26.87
H -25.15 3.86 -27.64
C -24.62 9.59 -14.55
C -26.03 10.19 -14.66
O -27.01 9.16 -15.05
C -26.98 8.64 -16.23
O -26.37 9.04 -17.18
O -27.89 7.70 -16.27
C -28.25 7.01 -17.47
H -23.97 10.38 -14.17
H -24.21 9.19 -15.48
H -24.61 8.82 -13.77
H -26.11 11.05 -15.31
H -26.11 10.55 -13.63
H -28.96 6.21 -17.27
H -27.33 6.71 -17.98
H -28.79 7.66 -18.16
```

Output
* HOMO: -11.983 eV
* total charge: +1
* orbital gap: 8.298 eV

---

Record 5
Here is a cluster of 2 separate species, CHF2NO2S in total from the OMol25 dataset. Energies are from the ωB97M-V functional and the def2-TZVPD basis.

XYZ file:
```
8
CHF2NO2S (the ωB97M-V functional and the def2-TZVPD basis)
C 1.65 -0.55 -0.12
N 1.39 0.61 -0.05
O 2.15 -1.59 -0.12
O -1.22 1.39 0.49
F -1.81 -0.87 1.10
F -0.77 -0.34 -1.17
S -1.88 0.30 -0.08
H 0.49 1.03 -0.04
```

Output
* relative energy (zero: lowest compared OMol25 entry of this formula, charge and spin): 0.0 kcal per mole
* HOMO: -10.728 eV
* orbital gap: 10.535 eV

---

Record 6
Here is a structure of composition C2H3CuO2P from the OMol25 dataset. Energies are from the ωB97M-V functional and the def2-TZVPD basis.

XYZ file:
```
9
C2H3CuO2P (the ωB97M-V functional and the def2-TZVPD basis)
H 0.58 -0.13 -1.77
O -1.53 1.00 0.39
C -0.34 0.99 0.01
H 0.29 1.91 -0.11
C 0.25 -0.15 -0.72
O 0.00 -1.31 -0.10
Cu -2.76 -0.75 0.84
P 1.14 -0.59 1.04
H 2.37 -0.97 0.42
```

Output
* relative energy (zero: lowest compared OMol25 entry of this formula, charge and spin): 0.0 kcal per mole
* HOMO: -13.920 eV
* total charge: +1
* orbital gap: 8.219 eV